# C30H29ClN7O10SW

A molecular structure, C30H29ClN7O10SW in a non-equilibrium geometry (ωB97M-V/def2-TZVPD, the OMol25 dataset).

Geometry as XYZ:
```
79
Properties=species:S:1:pos:R:3:forces:R:3
W 0.514434 0.686054 -0.381425 0.7 1.4 0.8
C -0.271407 0.566672 3.694720 0.0 0.0 -0.1
C 1.049121 0.436624 2.981205 0.0 0.1 0.0
N 1.336022 0.232799 1.710248 0.0 -0.1 -0.1
C 2.680555 -0.030983 1.637469 -0.2 0.3 -0.2
C 3.231292 0.071982 2.868656 0.2 -0.1 0.0
N 2.192358 0.366953 3.709472 -0.1 -0.2 0.1
C 4.657840 -0.003921 3.321034 -0.2 0.0 -0.1
O 5.356869 1.122388 3.111900 0.1 0.0 -0.2
O 5.129349 -0.948244 3.879903 0.0 0.0 0.2
C 3.288373 -0.257491 0.294282 0.1 0.1 0.2
O 4.411621 -0.719240 0.215588 0.0 0.1 0.0
O 2.505934 0.081996 -0.668630 -0.4 -0.4 -0.2
H -1.355635 -0.161481 2.178824 0.0 0.0 -0.1
H -2.017179 1.677712 4.001317 0.0 0.0 0.0
H -0.068586 0.388359 4.754229 0.0 0.0 0.0
H 2.252291 0.491436 4.705994 0.0 0.0 0.0
H 4.870207 1.701687 2.505543 0.0 0.0 0.0
O -1.212577 0.058229 -1.553943 0.0 0.1 0.1
N -1.144258 -1.110609 -2.057139 -0.2 0.0 -0.3
N -0.262095 -1.830476 -1.519554 0.8 -0.3 -0.3
O 0.431829 -1.378317 -0.490125 -0.5 -0.6 0.1
C 0.113504 -3.106233 -2.082472 -0.3 0.4 0.3
C -0.609719 -3.640035 -3.137723 0.0 -0.1 -0.1
C -0.233180 -4.875930 -3.635614 0.0 0.1 0.0
C 0.851566 -5.550323 -3.087084 0.0 -0.1 -0.1
C 1.567280 -4.985414 -2.044470 0.0 0.1 0.0
C 1.202545 -3.749340 -1.527701 0.1 -0.1 0.0
H -1.433121 -3.090667 -3.570345 0.0 0.0 0.0
H -0.782658 -5.304884 -4.463050 0.0 0.0 0.0
H 1.144226 -6.513628 -3.484480 0.0 0.0 0.0
H 2.422217 -5.497924 -1.624935 0.0 0.0 0.0
H 1.753698 -3.282634 -0.725284 0.0 0.0 0.0
Cl 1.883786 2.695063 0.211540 -0.2 -0.1 -0.1
S 0.845914 1.342159 -2.815455 -0.1 -0.1 -0.1
C 2.383056 1.999995 -3.016867 0.0 0.1 0.1
N 3.409599 2.466357 -3.275603 0.0 -0.1 0.0
C -6.006677 -0.303588 4.558611 0.0 0.0 0.0
C -4.586632 -0.751303 4.781550 0.1 0.1 -0.1
C -4.267395 -1.464379 5.927324 0.0 0.0 0.1
C -2.970751 -1.885672 6.178931 0.0 0.0 0.0
C -1.974217 -1.573152 5.277606 0.0 0.0 -0.1
C -2.281869 -0.847356 4.134984 0.0 0.1 -0.2
N -1.165812 -0.554444 3.240578 -0.2 0.0 0.1
C -1.014837 1.925055 3.606070 0.0 0.0 0.0
C -0.376066 2.863282 4.608105 0.0 0.0 0.0
C -0.231329 4.176376 4.388681 0.0 0.0 0.1
C -0.572936 4.796094 3.133268 0.0 0.0 0.0
C -0.927840 3.987190 2.107153 0.0 0.1 0.0
C -1.096973 2.575129 2.228831 0.1 -0.1 -0.1
C -1.127479 1.853088 1.043731 0.3 -0.1 0.4
O -0.949048 2.297719 -0.143510 0.0 -0.2 -0.3
O -1.165761 0.491008 1.030082 -0.2 -0.1 -0.1
C -3.584384 -0.437366 3.844416 0.0 0.0 0.1
C -3.931749 0.337935 2.599151 0.0 0.0 0.1
H -6.628644 -0.566844 5.413211 0.0 0.0 0.0
H -6.442377 -0.769325 3.672170 0.0 0.0 0.0
H -6.065827 0.776597 4.415775 0.0 0.0 0.0
H -5.054646 -1.695279 6.635523 0.0 0.0 0.0
H -2.740932 -2.455336 7.069602 0.0 0.0 0.0
H -0.954955 -1.905059 5.438271 0.0 0.0 0.0
H -0.657083 -1.438140 3.106260 0.1 0.0 -0.1
H -0.110237 2.442635 5.575308 0.0 0.0 0.0
H 0.186728 4.789735 5.181195 0.0 0.0 0.0
H -0.418094 5.855660 2.988659 0.0 0.0 0.0
H -1.044251 4.389910 1.108403 0.0 0.0 0.0
H -3.762181 1.409564 2.736117 0.0 0.0 0.0
H -4.978751 0.202457 2.336084 0.0 0.0 0.0
H -3.333135 0.042107 1.742429 0.0 0.0 0.0
N -2.964840 -3.273890 -0.348192 0.0 0.0 0.0
C -2.403255 -2.655505 0.851681 0.0 0.0 0.0
C -1.291008 -3.509900 1.447617 -0.1 -0.1 0.0
O -1.060871 -4.642864 0.805403 0.1 0.0 0.0
O -0.693419 -3.203760 2.453156 0.1 0.0 0.0
H -3.962179 -3.408322 -0.270372 0.0 0.0 0.0
H -1.674307 -4.629445 0.035282 0.0 0.0 0.0
H -2.793234 -2.711954 -1.171683 0.0 0.0 0.0
H -3.154642 -2.548832 1.636737 0.0 0.0 0.0
H -1.992025 -1.664408 0.652818 0.0 0.0 0.0
```
Forces are in eV/Å.

Output
spin multiplicity	1
energy above the lowest of the compared OMol25 structures with the same formula, charge and spin	4.405	eV
orbital gap (spin up / spin down)	5.481 / 5.476	eV
charge	-1
HOMO (spin up / spin down)	-3.7 / -3.7	eV


# C30H29F6IN2O4P2S3Sc

A molecular structure, C30H29F6IN2O4P2S3Sc in a non-equilibrium geometry (ωB97M-V/def2-TZVPD, the OMol25 dataset).

Geometry as XYZ:
```
78
Properties=species:S:1:pos:R:3:forces:R:3
Sc -17.581679 -9.200545 6.932262 0.7 0.7 0.0
C -13.200781 -2.293436 10.263722 0.9 1.4 -1.4
S -12.905669 -2.514058 8.463279 0.0 -0.2 1.0
C -12.757084 -4.323671 8.556915 -0.8 0.6 -1.5
C -14.073080 -5.078994 8.755157 1.1 0.0 -0.5
C -13.884302 -6.539195 8.346180 0.7 0.6 -0.3
N -15.126888 -7.148223 7.941617 -0.9 -0.6 -1.3
P -15.549973 -7.319280 6.268634 0.3 0.9 0.2
C -13.986230 -7.824195 5.458348 0.2 -1.3 1.3
C -13.900952 -7.688614 4.076775 -0.5 0.2 0.4
C -12.904681 -8.344969 3.381998 0.8 0.1 -0.5
C -11.895123 -9.009316 4.071311 -1.7 1.1 -0.5
C -11.959078 -9.101847 5.432402 0.4 -1.0 0.9
C -13.031232 -8.639835 6.166112 -1.0 0.8 0.3
C -15.882360 -5.567183 5.721808 0.8 -0.2 -0.1
C -14.841264 -4.612730 5.698702 0.1 -1.2 0.2
C -15.027779 -3.269195 5.605899 -0.2 1.5 -0.7
C -16.347758 -2.823250 5.405277 1.0 1.9 0.7
C -17.356574 -3.724084 5.474531 -2.8 0.3 -0.4
C -17.163472 -5.083086 5.570294 -1.3 -2.2 0.0
P -16.405133 -7.608799 8.951101 1.0 -2.0 0.0
C -15.554942 -8.686312 10.235955 -0.8 0.0 -0.8
C -14.710069 -8.143981 11.199845 -1.0 0.2 0.6
C -14.254525 -8.922523 12.250351 0.1 0.3 0.5
C -14.474483 -10.292482 12.218729 0.7 0.2 0.6
C -15.176874 -10.865779 11.173772 0.0 -0.9 0.7
C -15.794250 -10.084107 10.225658 0.5 1.3 -0.1
C -17.172144 -6.210880 9.743796 0.2 0.4 0.2
C -17.412416 -6.206966 11.100899 -1.3 1.4 -0.7
C -18.155919 -5.186635 11.659836 -0.1 1.1 -0.1
C -18.648026 -4.095534 10.916484 0.7 -1.3 0.4
C -18.343743 -4.087689 9.583519 0.5 -0.5 -0.9
C -17.616066 -5.122221 9.017132 0.1 -0.1 0.6
H -12.596079 -1.500993 10.677386 0.4 0.2 -0.1
H -12.929974 -3.188103 10.729338 0.2 -1.3 0.9
H -14.194638 -2.007697 10.421610 -1.6 0.0 0.4
H -12.081172 -4.551428 9.331177 1.2 -0.4 0.7
H -12.331011 -4.548073 7.559285 0.0 -0.3 0.6
H -14.784788 -4.574855 8.120658 -0.5 -0.2 0.0
H -14.407137 -5.060876 9.770428 -0.3 0.4 0.8
H -13.435774 -7.161120 9.134284 0.0 0.3 -0.1
H -13.179428 -6.568057 7.486316 -0.5 -0.1 0.5
H -14.672038 -7.078270 3.607092 0.3 -0.2 -0.3
H -12.810454 -8.314361 2.297500 -0.4 0.2 0.2
H -11.123452 -9.443608 3.511225 1.1 -0.6 -0.5
H -11.170644 -9.669798 5.895523 0.1 -0.1 0.5
H -13.105011 -8.893668 7.276015 0.0 0.6 -1.7
H -13.839869 -4.954157 5.775227 0.9 -0.4 0.2
H -14.159722 -2.565446 5.657007 -1.0 -0.7 -0.2
H -16.601187 -1.735670 5.302866 0.4 -1.2 0.1
H -18.408336 -3.365320 5.457129 0.8 -0.2 -0.3
H -18.041376 -5.826604 5.503912 1.4 1.4 0.3
H -14.631189 -7.074601 11.306049 0.2 0.3 -0.2
H -13.839351 -8.406397 13.136832 0.1 -0.6 -0.7
H -14.087045 -10.906128 13.038781 -0.2 0.1 -0.4
H -15.280946 -11.951925 11.211235 -0.2 0.3 -0.3
H -16.425741 -10.550239 9.494417 -0.3 -0.1 -0.3
H -17.083882 -6.983977 11.681146 0.7 -1.8 1.5
H -18.288996 -5.155996 12.713720 -0.2 -0.2 0.8
H -19.201615 -3.312300 11.386577 -0.2 0.3 0.2
H -18.604457 -3.339562 8.875327 -0.5 0.9 0.0
H -17.331974 -5.042908 8.010631 0.1 0.1 -1.3
F -22.891696 -7.181606 6.309748 0.2 0.5 0.8
C -21.652694 -6.997569 5.894480 -0.6 -0.8 -0.1
F -21.571901 -7.648361 4.759551 0.9 -0.3 -0.5
F -21.365478 -5.734603 5.725590 0.0 0.7 -0.1
S -20.425273 -7.617732 7.168753 0.4 -1.4 0.5
O -19.146702 -7.955148 6.418164 -0.7 0.7 0.1
O -20.305823 -6.638934 8.197914 0.1 0.0 -0.6
N -21.096117 -8.968407 7.583614 0.1 -0.4 0.0
S -20.400260 -10.251197 8.190755 -0.3 2.4 -0.6
O -18.930182 -10.126026 8.122847 0.4 -0.3 0.0
O -20.994014 -11.441430 7.784938 -0.4 -1.4 -0.7
C -20.711666 -10.103761 9.938885 -0.7 -0.1 1.7
F -22.032249 -9.958064 10.076057 0.5 0.3 0.1
F -20.044673 -9.083738 10.485508 -0.4 -0.1 -0.4
F -20.352517 -11.219034 10.561798 0.2 0.0 -0.2
I -16.394182 -11.324747 5.874444 0.0 0.2 0.0
```
Forces are in eV/Å.

Output
spin multiplicity	1
energy above the lowest of the compared OMol25 structures with the same formula, charge and spin	0.000	eV
orbital gap	7.295	eV
charge	+1
HOMO	-10.8	eV


# C30H29N7O6STc

A molecular structure, C30H29N7O6STc in a non-equilibrium geometry (ωB97M-V/def2-TZVPD, the OMol25 dataset).

Geometry as XYZ:
```
74
Properties=species:S:1:pos:R:3:forces:R:3
Tc 0.027468 1.062950 0.728851 0.4 -0.8 0.3
N -2.481860 4.336771 2.074518 0.1 -0.1 0.0
C -1.661924 3.509483 1.365306 -0.2 0.1 0.1
S -2.084926 1.800530 1.299595 0.1 0.4 -0.4
N -0.611816 4.022682 0.795816 -0.2 -0.4 0.0
N 0.099446 3.034336 0.121550 0.8 -0.2 -0.1
C 0.819213 3.469013 -0.871294 -0.3 -0.1 0.1
C 1.408085 2.648722 -1.886741 -0.2 0.0 0.2
C 2.168373 3.299661 -2.879674 0.1 0.0 0.0
C 2.650715 2.630410 -3.972525 -0.1 -0.1 0.1
C 2.352767 1.263113 -4.110006 0.1 0.1 0.0
C 1.608579 0.604266 -3.167953 0.0 -0.1 0.1
C 1.120122 1.265943 -2.021409 0.1 0.1 -0.3
O 0.427691 0.560190 -1.161816 -1.1 0.1 0.1
H -3.390460 3.986858 2.320194 0.0 0.0 0.0
H -2.402431 5.323678 1.892665 0.0 0.0 0.0
H 0.878011 4.549497 -0.988686 -0.1 0.0 0.0
H 2.359333 4.360432 -2.763475 0.0 0.0 0.0
H 3.235567 3.144976 -4.721537 0.0 0.0 0.0
H 2.711791 0.720642 -4.975571 0.0 0.0 0.0
H 1.366949 -0.445381 -3.271904 0.0 0.0 0.0
O -0.863129 -0.939931 0.836711 0.1 0.6 0.2
C -0.312077 -2.038327 0.798033 0.0 -0.2 -0.3
C 1.092868 -2.307767 0.798052 0.0 0.1 0.0
C 1.482489 -3.647363 0.675353 0.0 -0.1 0.0
C 2.807920 -3.978280 0.676159 0.0 0.0 -0.3
C 3.794765 -2.988278 0.812877 0.1 0.0 0.0
C 3.435796 -1.679030 0.945942 0.0 0.0 0.0
C 2.069063 -1.275834 0.940663 0.1 0.0 -0.1
O 1.794060 -0.036014 1.093706 0.1 0.3 -0.1
N 3.202553 -5.379076 0.538999 0.0 -0.1 1.1
O 4.390134 -5.637727 0.606555 0.0 0.1 -0.4
O 2.321482 -6.218643 0.510445 0.0 0.0 -0.4
H -0.963080 -2.922475 0.749194 0.0 0.0 0.0
H 0.737516 -4.426565 0.573864 0.0 0.0 0.0
H 4.833832 -3.285582 0.808264 0.0 0.0 0.0
H 4.180077 -0.900915 1.048500 0.0 0.0 0.0
N 2.242319 0.911154 7.547404 0.0 0.0 0.0
C 1.904464 2.008851 6.821570 0.0 0.0 0.0
O 1.988122 3.138282 7.254062 0.0 0.0 0.0
C 1.396918 1.749784 5.424206 0.0 0.0 0.1
C 1.454755 2.790584 4.511977 0.0 0.0 0.0
C 1.003536 2.581391 3.222504 0.0 0.0 0.1
N 0.498506 1.410109 2.825233 -0.3 0.1 -0.2
C 0.418993 0.413164 3.709221 0.0 0.0 0.0
C 0.857601 0.539269 5.013302 0.0 0.0 -0.1
H 2.644254 1.067852 8.455972 0.0 0.0 0.0
H 2.360031 0.010258 7.122193 0.0 0.0 0.0
H 1.849542 3.749292 4.815976 0.0 0.0 0.0
H 1.031792 3.366107 2.479870 0.0 0.0 0.0
H -0.015234 -0.509084 3.347243 0.0 0.0 0.0
H 0.741466 -0.297077 5.689040 0.0 0.0 0.0
C -3.149437 -4.256382 -1.828742 0.0 0.0 0.0
N -3.414351 -2.914153 -2.305957 0.0 0.0 0.0
C -4.067070 -2.125083 -1.273071 0.0 0.0 0.0
C -2.172687 -2.288301 -2.743155 0.0 0.0 -0.1
C -2.391248 -0.936535 -3.374217 0.0 0.2 -0.1
C -2.954232 -0.795031 -4.648307 0.0 -0.1 0.0
C -3.125794 0.460813 -5.212149 0.0 0.0 0.0
C -2.743073 1.608215 -4.524881 0.0 0.1 0.0
C -2.188228 1.503228 -3.249228 -0.1 -0.3 -0.2
C -2.057793 0.235449 -2.750945 0.7 0.1 0.7
H -4.083496 -4.738828 -1.540913 0.0 0.0 0.0
H -2.475222 -4.267054 -0.952005 0.0 0.0 0.0
H -2.684131 -4.848384 -2.617751 0.0 0.0 0.0
H -4.951755 -2.655021 -0.919258 0.0 0.0 0.0
H -4.378735 -1.161679 -1.672955 0.0 0.0 0.0
H -3.403138 -1.935531 -0.411846 0.0 0.0 0.0
H -1.703520 -2.953026 -3.473765 0.0 0.0 0.0
H -1.468812 -2.174491 -1.902765 0.0 0.1 0.0
H -3.255821 -1.685984 -5.190885 0.0 0.0 0.0
H -3.556207 0.548133 -6.201406 0.0 0.0 0.0
H -2.873801 2.584658 -4.978954 0.0 0.0 0.0
H -1.883475 2.378085 -2.685841 0.0 0.1 0.0
```
Forces are in eV/Å.

Output
spin multiplicity	2
energy above the lowest of the compared OMol25 structures with the same formula, charge and spin	1.894	eV
orbital gap (spin up / spin down)	3.822 / 3.626	eV
charge	0
HOMO (spin up / spin down)	-5.9 / -5.6	eV


# C30H29N8OS2Ti

A molecular structure, C30H29N8OS2Ti (ωB97M-V/def2-TZVPD, the OMol25 dataset).

Geometry as XYZ:
```
71
Properties=species:S:1:pos:R:3:forces:R:3
Ti 0.467512 -0.311422 -1.188778 -0.1 0.0 0.3
C -1.729995 2.631336 4.313060 0.0 0.0 0.0
C -1.558328 2.308077 2.854117 0.0 0.0 0.0
C -1.083375 3.258466 1.951269 0.0 0.0 0.0
C -0.852332 2.920601 0.635060 0.0 0.0 0.0
C -1.113676 1.640993 0.126065 0.0 0.2 0.0
N -0.746135 1.312034 -1.187444 0.3 -0.4 -0.4
C -1.377069 1.834106 -2.290546 -0.1 0.1 0.0
C -2.391060 2.805886 -2.192101 0.0 0.0 0.1
C -3.064550 3.304125 -3.287459 0.0 0.0 0.0
C -2.793048 2.849359 -4.572913 0.0 0.0 0.0
C -3.542506 3.349692 -5.778904 0.0 0.0 0.0
C -1.815488 1.878444 -4.692098 0.0 -0.1 0.0
C -1.092947 1.387736 -3.605739 -0.1 0.1 0.0
N -0.082846 0.409742 -3.944314 0.0 0.1 -0.1
C 0.620333 0.426899 -5.096957 0.0 0.0 0.1
C 1.268919 -0.779822 -5.226881 0.0 0.0 0.0
C 0.916501 -1.489746 -4.080326 0.0 0.1 0.1
N 0.107150 -0.771206 -3.300831 -0.2 0.2 -0.1
C -1.631880 0.702306 1.032631 0.1 0.0 0.1
C -1.815132 1.038123 2.372539 0.0 -0.1 0.0
N -2.003907 -0.623650 0.643863 -0.2 0.1 -0.1
C -2.980891 -1.382527 1.193115 0.0 0.1 -0.1
C -3.015546 -2.572518 0.509105 0.0 0.0 0.0
C -2.009488 -2.455087 -0.459660 -0.1 0.1 0.0
N -1.410243 -1.276720 -0.373048 0.5 0.1 0.0
H -1.960514 3.686237 4.456727 0.0 0.0 0.0
H -0.812715 2.415075 4.865060 0.0 0.0 0.0
H -2.532452 2.044790 4.759663 0.0 0.0 0.0
H -0.866579 4.263298 2.293579 0.0 0.0 0.0
H -0.445973 3.654081 -0.051026 0.0 0.0 0.0
H -2.658100 3.162682 -1.206980 0.0 0.0 0.0
H -3.834366 4.051647 -3.134599 0.0 0.0 0.0
H -4.293004 4.084967 -5.492140 0.0 0.0 0.0
H -4.054805 2.535046 -6.293532 0.0 0.0 0.0
H -2.872494 3.823342 -6.498379 0.0 0.0 0.0
H -1.625452 1.456358 -5.671924 0.0 0.0 0.0
H 0.601913 1.287819 -5.741562 0.0 0.0 0.0
H 1.905615 -1.094841 -6.034176 0.0 0.0 0.0
H 1.229511 -2.470624 -3.758699 0.0 0.0 0.0
H -2.148797 0.274443 3.064819 0.0 0.0 0.0
H -3.600397 -1.007518 1.987921 0.0 0.0 0.0
H -3.687842 -3.396058 0.671785 0.0 0.0 0.0
H -1.701908 -3.158399 -1.216008 0.0 0.0 0.0
C 2.661080 -5.324492 3.127649 0.0 0.0 0.0
C 2.386971 -4.001125 3.757520 0.0 -0.1 0.0
C 2.306198 -3.768238 5.101805 0.0 -0.1 0.1
C 2.037351 -2.461192 5.541011 0.0 0.0 -0.2
N 1.855894 -1.458572 4.687321 0.0 0.0 0.1
C 1.943306 -1.701463 3.386255 -0.1 0.2 -0.1
S 1.709264 -0.425450 2.257552 0.0 0.0 0.2
N 2.209097 -2.950615 2.929332 0.1 0.0 -0.1
C 1.926332 -2.135408 6.990894 0.0 0.0 0.0
H 2.882172 -6.071008 3.885102 0.0 0.0 0.0
H 3.506100 -5.253306 2.441946 0.0 0.0 0.0
H 1.792639 -5.653026 2.554147 0.0 0.0 0.0
H 2.453878 -4.573442 5.805912 0.0 0.0 0.0
H 2.258193 -3.061216 1.905546 -0.1 0.0 0.0
H 2.288106 -2.946118 7.618725 0.0 0.0 0.0
H 0.878939 -1.942728 7.231391 0.0 0.0 0.0
H 2.477838 -1.221124 7.203620 0.0 0.0 0.0
S 3.756414 2.807539 -2.755710 0.0 0.0 0.0
C 4.495957 1.276043 -2.587839 0.0 0.0 0.0
C 3.589182 0.375499 -2.138883 0.0 0.0 0.0
N 2.329529 0.881543 -1.929318 -0.4 -0.3 0.0
C 2.281306 2.154517 -2.215330 0.0 0.0 0.0
H 5.535540 1.116582 -2.818701 0.0 0.0 0.0
H 3.782691 -0.666737 -1.935611 0.0 0.0 0.0
H 1.375568 2.736681 -2.120842 0.0 0.0 0.0
O 1.834062 -2.451759 0.317699 0.2 0.0 0.2
C 1.534779 -1.288956 0.405450 0.0 -0.3 -0.2
```
Forces are in eV/Å.

Output
spin multiplicity	3
orbital gap (spin up / spin down)	5.621 / 6.623	eV
charge	+1
HOMO (spin up / spin down)	-8.3 / -9.3	eV